{
  "formula": "C6H12O",
  "method": "ωB97M-V/def2-TZVPD",
  "charge": 0,
  "de_lowest_kcal_mol": 74.33,
  "multiplicity": 1,
  "e_homo_ev": -8.856,
  "lumo_ev": 1.03,
  "max_force_ev_per_a": 3.53,
  "species": ["C", "H", "H", "C", "H", "H", "H", "H", "H", "H", "C", "H", "O", "C", "H", "C", "H", "C", "H"],
  "xyz": [[0.2431, -0.5251, -0.4358], [0.9945, -2.3448, -1.4912], [-0.1011, 2.5495, 2.0938], [-1.2082, -0.8592, -0.4473], [1.0326, 0.8087, 0.3744], [-1.2836, 2.0102, 0.8608], [-1.4370, -1.3777, 0.4846], [-1.8182, 0.0540, -0.4792], [0.3029, -0.2278, -2.6966], [1.2089, -0.6425, 1.6072], [0.8969, -0.1215, -1.7801], [1.6368, 0.6777, -1.8648], [-0.3827, 0.4924, 1.9544], [1.2914, -1.3870, -1.0739], [-1.4803, -1.4827, -1.2985], [-0.8813, 1.8095, 1.8631], [2.2836, -1.3910, -0.6178], [0.6480, 0.1273, 1.0828], [-1.6961, 1.9062, 2.5939]]
}

***

{
  "formula": "C48H72IO38V",
  "method": "ωB97M-V/def2-TZVPD",
  "charge": 0,
  "multiplicity": 1,
  "e_homo_ev": -9.491,
  "lumo_ev": -1.14,
  "max_force_ev_per_a": 5.37,
  "species": ["H", "C", "O", "O", "H", "H", "C", "I", "O", "O", "C", "H", "H", "H", "H", "H", "C", "C", "O", "H", "H", "H", "C", "H", "C", "H", "O", "H", "V", "C", "H", "H", "O", "O", "O", "C", "H", "H", "C", "O", "H", "H", "H", "H", "O", "H", "C", "O", "H", "H", "H", "C", "H", "C", "O", "H", "O", "H", "C", "H", "H", "O", "C", "H", "C", "H", "C", "H", "H", "C", "H", "H", "H", "H", "O", "C", "C", "H", "C", "O", "H", "H", "H", "O", "O", "C", "O", "C", "O", "C", "C", "H", "H", "H", "H", "C", "C", "O", "O", "C", "C", "O", "H", "H", "O", "H", "H", "C", "H", "O", "H", "C", "H", "O", "O", "H", "O", "H", "H", "C", "C", "C", "C", "H", "H", "H", "H", "O", "O", "C", "C", "C", "C", "C", "O", "H", "H", "H", "H", "C", "C", "H", "C", "H", "C", "O", "H", "H", "C", "H", "O", "O", "H", "H", "O", "C", "O", "O", "C", "C"],
  "xyz": [[-7.5609, -3.0545, -0.7546], [-2.1139, 2.8731, 4.6459], [-5.8122, -4.8428, -4.0284], [6.1450, 4.1438, 2.1006], [-1.5736, -6.1189, 1.8120], [-2.0629, -0.6645, -3.1706], [5.3635, -2.4906, 2.5796], [0.0969, 0.5476, 0.0141], [3.8813, -3.3648, -0.6697], [-1.1279, -3.0214, 4.5076], [-0.6585, 1.8261, 5.9979], [0.7266, -2.6514, 1.5463], [-4.1729, -1.7651, -0.5711], [-1.8171, -2.9034, -5.9630], [3.8829, 4.7632, -1.5232], [5.4821, 5.9503, 1.4157], [3.8127, 2.3836, 3.8842], [4.5237, 3.9751, -1.1277], [-3.9593, -1.0236, -5.5631], [0.6861, 7.0611, -0.0404], [1.5651, -4.2593, 3.9442], [-0.5370, 6.0396, -1.7148], [-3.0723, 3.2753, 0.4971], [4.9170, -4.6589, -1.7821], [1.4959, -3.1506, 2.1354], [-3.1686, 2.8843, 4.9205], [-3.9026, 1.0491, -6.5653], [-3.4029, 0.3397, 4.7092], [2.0580, 0.4399, -1.9437], [-3.4095, 1.5422, -1.4763], [7.2894, -2.0231, 0.7872], [1.7868, -4.0116, 1.5336], [2.8326, 1.2667, 5.6684], [-4.7498, 3.3276, -1.1905], [2.4198, 1.9417, -2.1818], [-5.2896, 2.5102, -2.1173], [0.9072, 5.2784, -1.7548], [3.7904, 3.3272, -0.6474], [2.7448, -5.1297, -1.6633], [-5.0047, -3.9081, -2.1882], [4.4180, -2.6092, 3.1088], [5.2505, -3.3129, 1.8731], [-0.6702, -2.9783, -0.5652], [6.3831, 5.0034, -0.6903], [6.3077, 3.2168, 0.1285], [-3.4797, -3.4509, -5.9275], [-1.5304, -3.5113, -0.1600], [-7.1088, -4.4641, -2.1847], [-2.3881, -3.2935, -0.7964], [0.0386, -1.5789, 3.6612], [-1.0799, -1.2249, -4.4964], [-5.9610, -4.4937, -2.8668], [2.1282, -6.7087, -2.9990], [5.6620, -1.1125, 1.9924], [1.4993, 5.3887, 0.8261], [-1.2166, 1.6350, 3.0830], [6.1653, -0.4964, -0.1833], [-1.1490, 6.8313, 1.6198], [0.8245, -3.6474, 3.4292], [2.3830, -2.5408, 2.3070], [4.2429, 4.7769, 1.4522], [-4.5692, 1.4470, -2.2438], [2.4635, 0.1973, 3.7098], [-5.7283, -1.6708, 0.2703], [2.9722, -6.0294, -2.8789], [4.9831, 3.4512, -1.9658], [1.1307, 4.9921, 2.1125], [-3.6533, 5.4261, -3.5519], [-3.3247, 4.3319, 0.5865], [-2.8114, 4.0184, -4.8975], [3.2517, 0.0946, 2.9640], [1.4504, 0.0454, 3.3372], [-2.8850, 3.3199, -6.8688], [4.4786, -5.2857, -0.2147], [0.1617, 1.5854, 6.8611], [0.1785, -2.5107, 4.2092], [2.8945, -0.0471, 5.9290], [-1.9772, 4.8535, -6.7374], [-1.0356, -4.9467, 0.0998], [-0.9935, 0.9294, 5.0151], [-3.6396, 3.3127, -4.8318], [-2.4828, 1.4233, -2.0378], [7.5594, -0.4545, 1.3782], [4.2017, 0.5186, -0.6184], [-0.9535, -5.7859, -1.0023], [-3.2410, 5.3817, -4.5600], [3.1188, -0.5527, 6.9882], [-5.2265, -2.0391, -0.6245], [-2.5227, -6.7177, 0.3115], [-1.7473, -6.8909, -0.8267], [-2.0598, -5.6106, 0.9793], [-1.6805, -2.9419, 0.7573], [-2.5653, -0.2398, 3.3120], [-7.1335, -4.6885, -0.1697], [-3.6753, 2.6486, 1.1541], [-5.4032, -3.5460, -0.8800], [6.7675, -1.0843, 0.9727], [-0.2373, -4.4996, 3.2103], [-6.3920, 2.7315, -2.6448], [-1.2624, -4.2307, 3.9633], [-2.1460, 3.8740, -6.2900], [2.2677, -3.8694, -2.0657], [-2.4661, -3.8210, -4.5364], [2.1901, -5.6131, -0.8590], [-0.9893, 3.1779, -6.0265], [4.7121, 1.8098, 4.1078], [-2.8808, -4.9628, 1.2864], [0.0424, 5.3547, -1.0957], [3.8687, -6.6446, -2.8024], [-2.3797, 0.3775, -4.9411], [3.8345, 3.2992, 4.4753], [-2.6685, -3.0744, -5.3043], [-3.7579, 1.0753, 3.1352], [2.6899, -0.7062, 4.7664], [-0.1686, 5.1675, 2.2969], [6.0832, -2.8339, 3.3228], [-1.8025, 3.6424, -3.9797], [-2.3412, 5.9891, -4.6569], [3.0463, -5.4496, -3.7989], [6.5672, 3.0610, 1.4698], [4.1005, -4.7139, -1.0621], [-6.9143, -3.9183, -0.9092], [-0.8143, 3.0150, -4.6491], [3.8799, 2.7305, 2.8531], [-5.0111, -4.1533, -0.0642], [-1.5324, 5.3346, 0.8232], [-4.0355, 5.7094, -5.2304], [4.5160, -0.7680, 1.1985], [0.0911, 2.3845, -4.1041], [0.4067, 6.0445, 0.2363], [4.8780, -0.2749, 0.0271], [-2.9676, 0.6665, 3.7649], [2.5704, 1.5990, 4.3628], [5.6311, 4.3945, -0.1885], [2.4591, -1.7719, -1.3613], [-1.8614, 3.7126, 3.9982], [-3.3644, 0.9176, -0.5842], [-3.6796, -1.9246, -3.6580], [-0.0922, -4.8267, 0.6324], [-3.1722, -1.7900, -4.6132], [-0.7059, 5.9113, 1.2385], [0.7819, -2.3417, 5.1010], [-3.3894, 3.0327, -0.9763], [-0.3464, 4.3374, -1.0501], [-2.0620, -0.8220, -4.2491], [1.8709, 4.6338, 2.9450], [-2.7298, 3.5951, -1.6372], [-5.5174, -1.5169, -1.5360], [2.8491, -2.9329, -1.3072], [1.6092, 2.1127, 4.3830], [7.0771, 2.1163, 2.0127], [-1.3437, 3.0021, 5.8485], [5.7919, -0.3323, 2.7425], [-2.0208, 3.0916, 0.7179], [1.2648, -0.1601, -3.2267], [-3.4615, 0.2235, -5.7637], [-1.8525, -7.7805, -1.6460], [-2.2757, -4.8884, 3.9735], [5.2950, 4.8995, 1.1947], [-1.7658, 1.5309, 4.0188]]
}